Record 1
Density functional theory data (ωB97M-V/def2-TZVPD) for C5H9N3O in the gas phase at a distorted geometry.

Geometry (Å):
H (-0.64, -1.15, -2.27)
N (-0.51, -1.75, -1.46)
C (0.32, -1.33, -0.60)
C (0.82, -2.25, 0.48)
N (1.10, -0.17, -0.76)
C (0.65, 0.92, -0.28)
N (1.24, 2.13, -0.46)
C (-0.67, 0.88, 0.47)
C (-1.84, 1.18, -0.09)
O (-0.47, 0.70, 1.81)
H (0.38, -3.24, 0.36)
H (1.91, -2.32, 0.44)
H (0.55, -1.84, 1.45)
H (0.98, 2.88, 0.15)
H (2.17, 2.14, -0.85)
H (-2.74, 1.29, 0.50)
H (-1.93, 1.29, -1.15)
H (-1.33, 0.65, 2.26)

Properties
* HOMO: -9.12 eV
* HOMO-LUMO gap: 9.76 eV

These are the natural (NBO) partial charges, in e, on atoms 1 to 4: atom 1 (H): 0.34, atom 2 (N): -0.67, atom 3 (C): 0.43, atom 4 (C): -0.67

Record 2
Density functional theory data (ωB97M-V/def2-TZVPD) for C44H35MnN2O7S3 as an isolated structure at a distorted geometry.

Geometry (Å):
Mn (-2.20, 0.94, 1.72)
O (2.55, 6.06, 2.61)
C (1.53, 6.15, 3.33)
O (1.15, 7.04, 4.09)
C (0.62, 4.92, 3.25)
C (0.96, 3.72, 3.85)
C (0.14, 2.61, 3.70)
N (-0.97, 2.64, 2.97)
C (-1.33, 3.81, 2.43)
C (-0.59, 4.97, 2.54)
C (-2.62, 3.75, 1.69)
O (-3.23, 4.71, 1.31)
O (-3.10, 2.51, 1.48)
H (1.88, 3.64, 4.42)
H (0.39, 1.66, 4.16)
H (-0.94, 5.88, 2.10)
C (4.94, 4.75, 0.87)
C (3.90, 3.68, 0.74)
C (4.16, 2.37, 1.15)
C (3.16, 1.41, 1.10)
C (1.91, 1.77, 0.62)
C (1.64, 3.06, 0.19)
C (2.64, 4.01, 0.25)
S (0.65, 0.56, 0.65)
O (-0.64, 1.39, 0.59)
C (0.70, -0.11, -1.01)
C (0.55, 0.78, -2.10)
C (0.51, 0.27, -3.36)
C (0.62, -1.13, -3.58)
C (0.58, -1.66, -4.89)
C (0.71, -3.01, -5.10)
C (0.88, -3.88, -4.00)
C (0.91, -3.39, -2.73)
C (0.78, -2.01, -2.48)
C (0.80, -1.46, -1.16)
C (0.98, -2.38, 0.00)
C (2.30, -2.83, 0.28)
C (3.42, -2.33, -0.45)
C (4.69, -2.75, -0.15)
C (4.90, -3.70, 0.87)
C (3.85, -4.20, 1.58)
C (2.53, -3.78, 1.30)
C (1.43, -4.28, 2.04)
C (0.17, -3.83, 1.79)
C (-0.06, -2.87, 0.78)
S (-1.76, -2.32, 0.76)
O (-1.79, -0.92, 1.33)
C (-2.10, -2.16, -0.98)
C (-2.19, -3.34, -1.71)
C (-2.51, -3.27, -3.05)
C (-2.77, -2.05, -3.67)
C (-3.09, -1.98, -5.14)
C (-2.71, -0.89, -2.90)
C (-2.38, -0.94, -1.56)
H (5.93, 4.39, 0.60)
H (4.97, 5.10, 1.91)
H (4.69, 5.62, 0.26)
H (5.13, 2.11, 1.55)
H (3.35, 0.40, 1.47)
H (0.63, 3.33, -0.11)
H (2.42, 5.04, 0.02)
H (0.46, 1.84, -1.90)
H (0.39, 0.93, -4.21)
H (0.46, -0.98, -5.72)
H (0.68, -3.40, -6.10)
H (0.98, -4.94, -4.18)
H (1.04, -4.07, -1.90)
H (3.27, -1.59, -1.23)
H (5.53, -2.35, -0.71)
H (5.91, -4.02, 1.09)
H (4.01, -4.92, 2.37)
H (1.61, -5.00, 2.83)
H (-0.66, -4.16, 2.39)
H (-1.99, -4.29, -1.24)
H (-2.56, -4.18, -3.63)
H (-3.27, -2.97, -5.55)
H (-2.26, -1.54, -5.69)
H (-3.97, -1.36, -5.32)
H (-2.91, 0.07, -3.37)
H (-2.29, -0.02, -0.98)
S (-2.64, 0.26, 4.06)
C (-1.86, -1.23, 4.07)
N (-1.35, -2.26, 4.11)
C (-6.64, -0.09, 1.45)
C (-5.41, 0.75, 1.68)
O (-4.25, 0.15, 1.07)
H (-7.51, 0.36, 1.93)
H (-6.51, -1.09, 1.86)
H (-6.87, -0.18, 0.39)
H (-5.16, 0.81, 2.74)
H (-5.53, 1.77, 1.31)
H (-4.41, 0.08, 0.12)

Properties
* HOMO (alpha / beta): -7.35 / -7.35 eV
* spin multiplicity: 5
* HOMO-LUMO gap (alpha / beta): 4.93 / 6.19 eV

These are the Mulliken partial charges, in e, on atoms 1 to 4: atom 1 (Mn): 0.67, atom 2 (O): -0.59, atom 3 (C): -0.20, atom 4 (O): -0.70

Record 3
Density functional theory data (ωB97M-V/def2-TZVPD) for a 2-piece molecular cluster, C2H2Cl2S2 overall at a distorted geometry.

Geometry (Å):
C (-1.21, -0.91, -1.11)
C (-0.24, 0.08, -0.60)
S (-0.82, -2.33, -1.68)
S (0.16, -0.14, 1.11)
Cl (-2.85, -0.52, -0.79)
Cl (-0.53, 1.85, -1.12)
H (0.86, -0.36, -1.49)
H (0.72, 0.99, 1.26)

Properties
* HOMO (alpha / beta): -7.49 / -9.60 eV
* spin multiplicity: 3
* HOMO-LUMO gap (alpha / beta): 8.00 / 6.36 eV

These are the natural (NBO) partial charges, in e, on atoms 1 to 4: atom 1 (C): -0.51, atom 2 (C): -0.37, atom 3 (S): 0.45, atom 4 (S): 0.08

Record 4
Density functional theory data (ωB97M-V/def2-TZVPD) for C35H36AsIrN3O9P2 as an isolated structure at a distorted geometry.

Geometry (Å):
Ir (-0.47, -0.20, -0.07)
O (0.84, 2.70, -1.61)
P (-0.31, 2.94, -0.49)
O (-0.33, 4.33, -0.04)
O (-0.11, 1.84, 0.54)
O (-1.65, 2.60, -1.35)
P (-2.07, 1.08, -1.65)
O (-3.27, 1.23, -2.66)
O (-2.55, 0.42, -0.38)
O (-0.89, 0.33, -2.23)
H (0.91, 3.51, -2.13)
H (-3.01, 1.42, -3.57)
O (1.73, -0.26, -0.32)
As (2.84, 0.40, -1.38)
C (3.79, 1.90, -0.62)
C (5.05, 2.19, -1.12)
C (5.77, 3.26, -0.59)
C (5.22, 4.01, 0.44)
C (3.96, 3.70, 0.94)
C (3.24, 2.64, 0.41)
C (2.46, 0.55, -3.27)
C (3.00, 1.59, -4.02)
C (2.73, 1.67, -5.37)
C (1.90, 0.73, -5.97)
C (1.37, -0.31, -5.22)
C (1.66, -0.41, -3.87)
C (4.17, -1.02, -1.36)
C (4.67, -1.39, -0.11)
C (5.55, -2.45, 0.00)
C (5.94, -3.15, -1.13)
C (5.43, -2.80, -2.37)
C (4.55, -1.74, -2.50)
H (5.47, 1.58, -1.91)
H (6.75, 3.50, -0.98)
H (5.77, 4.84, 0.85)
H (3.54, 4.30, 1.73)
H (2.25, 2.40, 0.77)
H (3.63, 2.33, -3.54)
H (3.16, 2.47, -5.96)
H (1.67, 0.81, -7.02)
H (0.72, -1.04, -5.69)
H (1.26, -1.23, -3.28)
H (4.35, -0.82, 0.76)
H (5.93, -2.73, 0.97)
H (6.63, -3.97, -1.04)
H (5.74, -3.35, -3.25)
H (4.15, -1.46, -3.47)
C (1.94, 0.14, 5.94)
N (1.01, 0.36, 4.86)
N (0.70, -0.59, 3.93)
C (-0.12, -0.03, 2.97)
O (-0.57, -0.74, 2.01)
C (-0.31, 1.31, 3.35)
C (0.40, 1.51, 4.51)
C (0.55, 2.75, 5.33)
C (1.16, -1.94, 3.92)
C (1.03, -2.76, 5.04)
C (1.42, -4.08, 4.95)
C (1.93, -4.59, 3.77)
C (2.04, -3.77, 2.66)
C (1.68, -2.44, 2.73)
H (2.57, -0.71, 5.70)
H (1.42, -0.07, 6.88)
H (2.56, 1.01, 6.08)
H (-0.88, 2.03, 2.79)
H (-0.03, 3.55, 4.88)
H (1.59, 3.06, 5.39)
H (0.18, 2.58, 6.34)
H (0.60, -2.38, 5.95)
H (1.33, -4.72, 5.82)
H (2.22, -5.63, 3.71)
H (2.43, -4.16, 1.72)
H (1.77, -1.78, 1.88)
C (-0.54, -6.49, -1.41)
C (-0.37, -5.07, -0.96)
C (0.76, -4.32, -1.26)
C (0.83, -2.99, -0.89)
N (-0.15, -2.39, -0.21)
C (-1.23, -3.11, 0.13)
C (-1.37, -4.44, -0.22)
H (0.23, -6.76, -2.13)
H (-1.52, -6.62, -1.87)
H (-0.48, -7.17, -0.56)
H (1.59, -4.76, -1.80)
H (1.69, -2.38, -1.12)
H (-1.99, -2.59, 0.70)
H (-2.26, -4.98, 0.08)

Properties
* HOMO: -11.11 eV
* HOMO-LUMO gap: 8.41 eV
* charge: +1

These are the Mulliken partial charges, in e, on atoms 1 to 4: atom 1 (Ir): 4.88, atom 2 (O): -0.11, atom 3 (P): 0.49, atom 4 (O): -0.82

E: -435.39700, -4679.49759, -1794.00223, -5219.63817 (hartree)
Relative energy (zero: lowest compared OMol25 entry of this formula, charge and spin): 38.1, 0.0, 27.7, 0.0 (kcal/mol)